Entry 1:
The following is a quantum chemistry calculation of C6H10O in the gas phase, from OMol25.

Output
electronic energy	-8428.56137	eV
energy above the lowest of the compared OMol25 structures with the same formula, charge and spin	258.5	kJ/mol
SMILES	C[C@H]1C[C@H]2OC[C@@H]12
HOMO-LUMO gap	10.4	eV

The geometry in XYZ format:
```
17
C6H10O ωB97M-V/def2-TZVPD
C 1.66310 -0.56656 -0.33930
C 0.79218 0.36324 0.46360
C 0.04939 1.49723 -0.25445
C -1.27170 0.77107 -0.14562
O -1.38278 -0.33342 -1.07768
C -1.25853 -1.30288 -0.01316
C -0.71342 -0.21389 0.88988
H 2.03645 -1.39582 0.27711
H 2.53288 -0.04169 -0.74792
H 1.07868 -0.96898 -1.16794
H 1.39264 0.75524 1.31932
H 0.00881 2.40535 0.35565
H 0.38998 1.71952 -1.26126
H -2.20529 1.34426 -0.12169
H -0.55847 -2.11319 -0.22575
H -2.25350 -1.74000 0.18997
H -0.30044 -0.17946 1.85925
```

***

Entry 2:
The following is a quantum chemistry calculation of C6H10O in the gas phase, from OMol25.

Output
electronic energy	-8429.95885	eV
energy above the lowest of the compared OMol25 structures with the same formula, charge and spin	123.6	kJ/mol
SMILES	C[C@H]1CC=C[C@H]1O
HOMO-LUMO gap	9.9	eV

The geometry in XYZ format:
```
17
C6H10O ωB97M-V/def2-TZVPD
C 0.21802 -0.87104 -1.71593
C -0.53842 -0.17472 -0.59613
C -0.63966 -0.89406 0.76591
C -0.50808 0.23646 1.77167
C -0.37026 1.42182 1.17582
C 0.22108 1.08688 -0.15960
O 1.56683 0.76834 0.39321
H 1.25899 -0.98485 -1.40079
H -0.18165 -1.85550 -1.97369
H 0.21160 -0.25347 -2.62485
H -1.55637 0.05493 -0.95787
H 0.14650 -1.65358 0.83493
H -1.60374 -1.38902 0.93027
H -0.35623 0.05074 2.82977
H -0.19581 2.39059 1.63086
H 0.22769 1.87243 -0.93049
H 2.20794 0.20375 -0.06227
```

***

Entry 3:
The following is a quantum chemistry calculation of a molecular structure, C6H10O, from OMol25.

Output
electronic energy	-8430.54762	eV
energy above the lowest of the compared OMol25 structures with the same formula, charge and spin	66.8	kJ/mol
HOMO-LUMO gap	10.7	eV

The geometry in XYZ format:
```
17
C6H10O ωB97M-V/def2-TZVPD
C 2.04080 0.41501 0.13331
C 0.58449 0.06194 -0.01259
C -0.04352 -1.22433 0.55586
C -0.92485 -0.96944 -0.67211
C -1.71460 0.29913 -0.31113
C -0.51350 1.11883 0.23441
O 0.22906 -0.41414 -1.34874
H 2.23579 1.45595 -0.14222
H 2.62671 -0.23245 -0.52455
H 2.38606 0.26116 1.15978
H -0.50061 -1.20379 1.55092
H 0.61510 -2.08606 0.42929
H -1.42891 -1.76808 -1.21814
H -2.50555 0.12373 0.42485
H -2.15556 0.74622 -1.20575
H -0.31399 2.02585 -0.34349
H -0.61691 1.39047 1.29030
```

***

Entry 4:
The following is a quantum chemistry calculation of C6H10O in the gas phase, from OMol25.

Output
electronic energy	-8430.42152	eV
energy above the lowest of the compared OMol25 structures with the same formula, charge and spin	79.0	kJ/mol
SMILES	O=CCCC1CC1
HOMO-LUMO gap	10.9	eV

The geometry in XYZ format:
```
17
C6H10O ωB97M-V/def2-TZVPD
O 2.05418 0.80320 0.20398
C 1.22398 1.66526 0.03321
C -0.23316 1.55312 0.39210
C -0.65204 0.22829 1.02389
C -0.76079 -0.98068 0.09650
C -0.22874 -1.00681 -1.30956
C 0.42541 -1.84232 -0.24936
H 1.52360 2.64112 -0.40382
H -0.42929 2.38311 1.08626
H -0.82064 1.77796 -0.50842
H -1.63192 0.38603 1.48642
H 0.03473 0.00183 1.84581
H -1.69255 -1.52803 0.22469
H -0.82443 -1.49965 -2.06962
H 0.32100 -0.14646 -1.67609
H 0.29075 -2.91949 -0.27643
H 1.39991 -1.51646 0.10043
```

***

Entry 5:
The following is a quantum chemistry calculation of C6H10O in the gas phase, from OMol25.

Output
electronic energy	-8428.99752	eV
energy above the lowest of the compared OMol25 structures with the same formula, charge and spin	216.4	kJ/mol
SMILES	CC(C)=C/C=C/O
HOMO-LUMO gap	9.0	eV

The geometry in XYZ format:
```
17
C6H10O ωB97M-V/def2-TZVPD
C 0.37484 1.39960 -1.74216
C -0.02129 0.88418 -0.37107
C -1.40144 1.10351 0.13089
C 0.97636 0.25160 0.30731
C 0.81420 -0.91164 1.19361
C 0.05063 -1.92735 0.73874
O 0.06059 -3.09136 1.52330
H 0.92000 2.33643 -1.86775
H -0.52516 1.54083 -2.35354
H 0.84828 0.58667 -2.31290
H -1.77891 0.37128 0.85911
H -1.44532 2.04112 0.70420
H -2.13768 1.07068 -0.67042
H 1.94350 0.74795 0.15277
H 1.11404 -0.97036 2.23248
H -0.73909 -2.01519 -0.00175
H 0.94646 -3.41793 1.47717
```

***

Entry 6:
The following is a quantum chemistry calculation of C6H10O in the gas phase, from OMol25.

Output
electronic energy	-8431.00860	eV
energy above the lowest of the compared OMol25 structures with the same formula, charge and spin	22.4	kJ/mol
SMILES	O[C@@H]1C=CCCC1
HOMO-LUMO gap	10.5	eV

The geometry in XYZ format:
```
17
C6H10O ωB97M-V/def2-TZVPD
O -1.96916 0.68982 1.55142
C -0.90894 0.74813 0.60906
C -1.28577 0.11639 -0.70765
C -0.36300 -0.27416 -1.58523
C 1.09894 -0.20297 -1.22770
C 1.27928 -0.62874 0.23439
C 0.41716 0.19900 1.20197
H -2.13216 -0.24341 1.74038
H -0.78555 1.82347 0.42919
H -2.35038 0.07561 -0.93288
H -0.65265 -0.66402 -2.55920
H 1.47476 0.82169 -1.36874
H 1.69425 -0.84394 -1.88672
H 1.00101 -1.68684 0.30678
H 2.33287 -0.55925 0.52700
H 0.15546 -0.41406 2.07282
H 0.99387 1.04326 1.59512
```

***

Entry 7:
The following is a quantum chemistry calculation of 2 unconnected molecules or ions with the total composition C6H10O, from OMol25.

Output
electronic energy	-8427.15821	eV
energy above the lowest of the compared OMol25 structures with the same formula, charge and spin	393.9	kJ/mol
HOMO-LUMO gap	8.5	eV

The geometry in XYZ format:
```
17
C6H10O ωB97M-V/def2-TZVPD
C 0.54299 2.37830 0.40088
C -0.86949 0.25995 -0.40712
O 0.33769 1.05853 0.90192
C 0.21956 -0.43604 -1.22622
C 0.56798 -1.73206 -0.51666
C -0.31664 -1.97047 0.45149
C -1.35135 -0.86263 0.50303
H 1.26810 2.90683 1.02669
H -0.42683 2.87198 0.43794
H 0.87638 2.35861 -0.64263
H 1.17025 0.56093 0.88348
H -0.23583 -0.64230 -2.20828
H 1.07605 0.21494 -1.45439
H 1.37817 -2.39562 -0.81031
H -0.33936 -2.85922 1.07778
H -1.59197 -0.50341 1.50950
H -2.30569 -1.20834 0.07289
```

***

Entry 8:
The following is a quantum chemistry calculation of C6H10O in the gas phase, from OMol25.

Output
electronic energy	-8428.42165	eV
energy above the lowest of the compared OMol25 structures with the same formula, charge and spin	272.0	kJ/mol
SMILES	OC1[C@@H]2CCC[C@@H]12
HOMO-LUMO gap	9.6	eV

The geometry in XYZ format:
```
17
C6H10O ωB97M-V/def2-TZVPD
O -2.73398 0.02323 -0.54686
C -1.77085 -0.26893 0.41142
C -0.49398 0.56084 0.58537
C 0.63363 1.29380 -0.13247
C 1.69455 0.09306 -0.24207
C 0.91007 -1.27242 -0.03061
C -0.50481 -0.73546 -0.22488
H -3.29171 0.72863 -0.21933
H -2.11006 -0.72303 1.34352
H -0.15932 0.24144 1.58271
H 1.06479 2.17689 0.36836
H 0.31592 1.61602 -1.13667
H 2.42238 0.25610 0.59094
H 2.25976 0.11452 -1.18937
H 1.28051 -1.96045 -0.82129
H 1.12419 -1.71707 0.92865
H -0.64108 -0.42719 -1.26741
```

***

> Which of these has the lowest HOMO-LUMO gap?

number 7